No. 1
Entry from the Open Molecules 2025 dataset: a single C7H9BrNOP molecule (wB97M-V/def2-TZVPD).

Computed properties:
Gap between HOMO and LUMO ... 9.541 eV
HOMO level ... -9.23 eV
E_tot ... -90273.4080 eV
ΔE to the lowest compared entry with this formula, charge and spin ... 0.0000 eV
SMILES ... CP(C)(=O)c1ncccc1Br

Cartesian coordinates (Å):
C 1.4723 2.9670 -0.6649
C 2.5183 2.1236 -0.2676
C 0.1816 2.5427 -0.7158
C 2.2375 0.8255 -0.0834
C 0.7899 0.4090 -0.3629
C -1.4428 -1.3963 -0.8135
C 0.3539 -2.1277 1.1779
N -0.1441 1.2741 -0.6295
O 1.1059 -1.9711 -1.5764
P 0.3074 -1.3477 -0.4401
Br 3.3540 -0.4254 0.5947
H 1.6945 4.0478 -0.8994
H 3.5636 2.5298 -0.3456
H -0.6988 3.1388 -0.8509
H -1.7001 -1.9267 -1.6642
H -1.9705 -1.7399 0.0560
H -1.7873 -0.3814 -0.9503
H 0.2241 -1.3494 1.8084
H -0.5052 -2.8762 1.2450
H 1.3778 -2.3665 1.4876

Here are the Löwdin charges for atoms 1 to 4, given in e: C -0.067; C -0.136; C -0.160; C -0.697



No. 2
Entry from the Open Molecules 2025 dataset: a single C7H9BrO2S molecule (wB97M-V/def2-TZVPD).

Computed properties:
Gap between HOMO and LUMO (spin up / spin down) ... 7.226 / 6.857 eV
HOMO level (spin up / spin down) ... -7.68 / -7.51 eV
E_tot ... -92373.5432 eV
ΔE to the lowest compared entry with this formula, charge and spin ... 1.9134 eV
SMILES ... CSC1=C(Br)C=C[C@H](O)[C@H]1O

Cartesian coordinates (Å):
C 0.0351 0.6974 1.8475
C -0.7587 -0.3477 2.0485
C 0.3834 1.1842 0.5642
C 0.0210 0.2096 -0.7660
C -1.1779 -1.2474 0.9544
C -1.2424 -0.6450 -0.5224
C 2.3186 0.8429 -2.3549
O -0.7001 -2.5654 1.0116
O -2.4402 0.0444 -0.6545
S 0.5581 0.4244 -2.3341
Br 1.5840 2.6525 0.4357
H 0.2653 1.3111 2.6864
H -1.1450 -0.5956 2.9609
H -2.2640 -1.3912 0.9736
H -1.1459 -1.4340 -1.2409
H 3.0095 0.1284 -1.7898
H 2.5226 1.8628 -1.9130
H 2.6029 0.7595 -3.4270
H 0.2203 -2.6924 1.5230
H -2.6467 0.8017 -0.0031

Here are the Löwdin charges for atoms 1 to 4, given in e: C -0.192; C -0.048; C -0.583; C -0.466



No. 3
Entry from the Open Molecules 2025 dataset: a single C7H9BrO2S molecule (wB97M-V/def2-TZVPD).

Computed properties:
Gap between HOMO and LUMO (spin up / spin down) ... 6.485 / 6.156 eV
Multiplicity ... 3
HOMO level (spin up / spin down) ... -5.94 / -8.71 eV
E_tot ... -92371.6806 eV
ΔE to the lowest compared entry with this formula, charge and spin ... 0.0000 eV

Cartesian coordinates (Å):
C 2.5358 1.4977 -1.3147
C 3.2280 1.8275 -0.2322
C -2.1894 -0.4171 1.0928
C 1.2103 0.7379 -1.1045
C 1.3195 0.1049 0.3258
C -3.2955 -1.3774 0.5785
C -0.8947 -0.7924 0.4538
O -2.3608 0.4835 1.9082
O 0.1725 -0.0390 1.0138
S 2.5313 1.0844 1.2938
Br 2.1578 -1.8259 -0.1003
H 2.6411 1.8672 -2.3087
H 4.0807 2.4070 -0.1742
H 0.3498 1.4585 -0.9416
H 0.8912 0.0865 -1.9381
H -2.8633 -2.3350 0.2262
H -3.9832 -1.4821 1.5167
H -3.7533 -0.7693 -0.2596
H -1.2033 -0.6740 -0.5750
H -0.5744 -1.8429 0.5393

Here are the Löwdin charges for atoms 1 to 4, given in e: C -0.176; C -0.335; C -0.473; C -0.226



No. 4
Entry from the Open Molecules 2025 dataset: a gas-phase ion, C7H9Cl2N2S (charge +1) (wB97M-V/def2-TZVPD).

Computed properties:
Gap between HOMO and LUMO ... 8.018 eV
HOMO level ... -13.59 eV
E_tot ... -46250.5191 eV
ΔE to the lowest compared entry with this formula, charge and spin ... 7.5302 eV
Net charge ... +1
SMILES ... C[C@H](Cl)[C@@H](Cl)[n+]1cc(S)ccn1

Cartesian coordinates (Å):
C 2.4774 -0.6427 -0.7819
C 2.3969 0.7202 0.1037
Cl 2.8401 0.4586 1.9199
C 1.0038 1.5721 0.0157
Cl 0.8311 2.6191 -1.5269
N -0.2596 0.7306 0.3226
C -0.9430 0.1848 -0.8890
C -2.3409 -0.6903 -0.6054
S -3.3750 -1.4516 -1.9708
C -2.6718 -0.7736 1.0163
C -1.6908 -0.0913 2.1174
N -0.5001 0.6462 1.6536
H 3.1298 -1.4183 -0.1494
H 3.1308 -0.4420 -1.7598
H 1.4666 -1.1861 -0.9964
H 3.2516 1.4478 -0.3037
H 1.0903 2.3892 0.8851
H -0.6337 0.2761 -2.0114
H -3.6899 -2.7943 -1.7122
H -3.6136 -1.3795 1.3826
H -1.9003 -0.1750 3.2899

Here are the Löwdin charges for atoms 1 to 4, given in e: C -0.127; C -0.644; Cl 0.524; C -0.589



No. 5
Entry from the Open Molecules 2025 dataset: a single C7H9ClF2O molecule (wB97M-V/def2-TZVPD).

Computed properties:
Gap between HOMO and LUMO ... 10.649 eV
HOMO level ... -9.93 eV
E_tot ... -27409.3037 eV
ΔE to the lowest compared entry with this formula, charge and spin ... 0.0000 eV
SMILES ... CC(=O)[C@@H]1CC(F)(F)[C@@]1(C)Cl

Cartesian coordinates (Å):
C 1.4248 -0.4430 0.3653
C -0.8942 -1.2057 1.1662
C 0.1299 -0.0791 1.0004
C -1.0122 0.5544 -0.3145
C -1.8224 -0.7188 0.0578
C 2.4073 0.6925 0.2809
C -0.4477 0.6360 -1.7011
O 1.6458 -1.5518 -0.0577
F -1.9374 -1.5775 -0.9875
F -3.0981 -0.4728 0.4426
Cl -1.7503 2.0460 0.2086
H -0.4621 -2.1788 0.9316
H -1.3819 -1.2353 2.1373
H 0.1825 0.6725 1.7770
H 1.8946 1.6417 0.1526
H 3.1136 0.5322 -0.5297
H 2.9620 0.7207 1.2182
H 0.2677 1.4518 -1.7760
H -1.2591 0.8146 -2.4065
H 0.0372 -0.2997 -1.9655

Here are the Löwdin charges for atoms 1 to 4, given in e: C -0.469; C -0.032; C -0.110; C -0.651



No. 6
Entry from the Open Molecules 2025 dataset: a gas-phase ion, C7H9ClNO2 (charge -1) (wB97M-V/def2-TZVPD).

Computed properties:
Gap between HOMO and LUMO ... 7.123 eV
HOMO level ... -4.07 eV
E_tot ... -25512.1330 eV
ΔE to the lowest compared entry with this formula, charge and spin ... 0.0348 eV
Net charge ... -1

Cartesian coordinates (Å):
C 1.6302 1.2651 -0.3802
C 2.6260 0.7595 0.3241
C 4.1008 1.2123 0.1052
C 0.1702 0.8591 -0.3780
C 1.3568 -2.2384 0.7506
C -0.1377 -0.3998 0.4287
C -1.6200 -0.7724 0.3413
N 0.6600 -1.5045 -0.0633
O 4.7745 0.3723 -0.5050
O 4.4061 2.3258 0.5456
Cl 2.2504 -3.4396 -0.1208
H 1.8343 2.0824 -1.0648
H -0.4298 1.6855 0.0181
H -0.1510 0.7019 -1.4162
H 2.4934 -0.0609 1.0218
H 0.1424 -0.2502 1.4760
H -2.2349 0.0352 0.7317
H -1.8163 -1.6740 0.9163
H -1.9036 -0.9503 -0.6959
H 0.6937 -1.5910 -1.0816

Here are the Löwdin charges for atoms 1 to 4, given in e: C -0.132; C -0.023; C -0.785; C -0.182



Number 1: strongest force on any atom 4.9 eV Å⁻¹. Number 2: strongest force on any atom 7.1 eV Å⁻¹. Number 3: strongest force on any atom 5.4 eV Å⁻¹. Number 4: strongest force on any atom 5.6 eV Å⁻¹. Number 5: strongest force on any atom 3.2 eV Å⁻¹. Number 6: strongest force on any atom 1.1 eV Å⁻¹.